72
Properties=species:S:1:pos:R:3:forces:R:3:lowdin_charge:R:1 method="wB97M-V/def2-TZVPD" charge=+2 de_lowest_kj_mol=0.0 gap_ev="6.13 / 5.60" lumo_ev="-7.616 / -8.134" total_energy_ev=-163924.2383 molar_mass_da=724.56 multiplicity=2 homo_ev="-13.74 / -13.74"
Ru 0.335927 0.259792 -0.655748 -0.321 -0.711 0.344 0.946
C 4.005652 -0.724694 0.131548 -0.108 -0.121 0.072 -0.246
As 2.823019 0.472592 -0.841855 0.360 0.434 0.228 1.090
C 3.677680 0.583824 -2.578451 -0.127 -0.176 -0.194 -0.239
C 3.346011 2.202169 -0.128756 -0.022 0.008 0.013 -0.430
C 4.692362 2.525932 0.021543 -0.046 -0.045 0.011 -0.086
C 5.058823 3.798985 0.430375 0.009 0.009 0.016 -0.037
C 4.083399 4.746843 0.712914 -0.010 0.001 -0.004 -0.036
C 2.740288 4.419542 0.598462 -0.054 -0.031 -0.003 -0.080
C 2.371686 3.149421 0.166438 0.040 -0.078 0.044 -0.439
As 0.531176 2.698815 -0.212546 0.542 0.514 -0.507 1.085
C -0.502597 3.967144 0.813413 -0.146 -0.143 0.195 -0.234
C 0.456478 3.420602 -2.033459 -0.217 -0.014 -0.058 -0.243
H 4.978836 -0.739055 -0.355314 0.009 0.018 -0.004 0.048
H 3.617360 -1.742971 0.148158 -0.001 -0.010 -0.044 0.030
H 4.127585 -0.361309 1.151106 -0.020 -0.012 0.017 0.044
H 4.656188 1.040026 -2.444178 0.002 0.014 0.056 0.044
H 3.086079 1.200808 -3.252049 -0.010 0.015 0.011 0.038
H 3.809192 -0.401770 -3.021845 -0.042 -0.013 0.007 0.037
H 5.460054 1.786081 -0.173652 0.030 0.042 -0.051 0.110
H 6.105770 4.054671 0.524931 -0.010 -0.013 0.022 0.123
H 4.368958 5.745925 1.013937 0.004 -0.024 0.049 0.123
H 1.986600 5.160222 0.835399 0.024 0.038 -0.025 0.107
H -0.522756 4.913843 0.277814 0.022 0.006 -0.015 0.053
H -0.035574 4.098705 1.787146 0.005 -0.027 0.011 0.036
H -1.518974 3.609619 0.961620 -0.008 -0.017 -0.033 0.035
H 1.196852 4.210722 -2.138051 0.018 0.005 0.060 0.048
H -0.527674 3.828255 -2.261681 -0.035 -0.065 0.031 0.040
H 0.677563 2.632316 -2.754786 0.019 0.024 -0.032 0.022
N -7.103896 -6.806832 -0.677526 0.016 0.039 -0.017 0.197
C -6.237369 -6.053789 -0.688704 0.107 -0.047 0.077 -0.157
C -5.147738 -5.111918 -0.692345 -0.100 -0.017 -0.040 -0.198
C -4.167799 -5.185867 -1.679117 -0.029 0.053 -0.047 0.012
C -3.161321 -4.239697 -1.717945 0.003 0.064 -0.055 -0.007
C -3.109173 -3.213179 -0.769331 -0.007 -0.101 0.058 -0.172
C -4.092455 -3.163039 0.223349 0.103 -0.017 0.151 -0.020
C -5.101753 -4.105307 0.268776 -0.028 -0.005 -0.014 0.007
C -2.083428 -2.154216 -0.846563 -0.147 0.215 -0.595 -0.028
C -2.526972 -0.831795 -0.794423 0.058 -0.078 0.218 -0.243
C -3.857840 -0.382829 -0.976466 -0.065 0.118 0.074 0.023
C -3.821368 0.991680 -1.062361 -0.153 0.000 -0.034 -0.024
C -2.479804 1.356565 -0.935992 0.125 -0.116 0.109 -0.138
N -1.688297 0.286313 -0.751795 -0.222 -0.164 -0.180 -0.107
C -0.747892 -2.498247 -1.168677 0.105 -0.103 0.205 -0.262
C -0.207586 -3.785186 -1.278850 0.013 0.033 0.081 0.008
C 1.101876 -3.657821 -1.741249 0.104 -0.025 -0.038 -0.027
C 1.338925 -2.302303 -1.870970 -0.031 -0.160 0.043 -0.165
N 0.253409 -1.570723 -1.506788 -0.036 0.096 0.063 -0.120
H -4.217351 -5.963135 -2.428797 -0.010 0.008 -0.008 0.134
H -2.445830 -4.260146 -2.528101 -0.009 -0.024 -0.006 0.125
H -4.052612 -2.389708 0.979847 -0.013 0.006 -0.017 0.123
H -5.864901 -4.061882 1.033367 0.021 0.008 0.015 0.133
H -4.725103 -1.010638 -1.092759 0.014 -0.007 0.025 0.129
H -4.655735 1.658429 -1.203579 0.039 0.012 -0.089 0.118
H -2.066416 2.348675 -1.024538 -0.052 0.050 0.159 0.071
H -0.713402 -4.707093 -1.045773 -0.013 0.017 0.004 0.125
H 1.793798 -4.454746 -1.959967 -0.018 0.021 -0.048 0.118
H 2.224569 -1.827420 -2.260940 0.030 0.012 0.071 0.074
N 0.496166 -0.798448 1.152046 0.473 1.011 -0.698 0.032
C 0.273974 0.037014 2.320800 -0.170 0.017 0.184 -0.292
C -0.803591 -0.230032 3.146822 -0.116 -0.091 -0.039 -0.013
C -0.981918 0.524473 4.298368 0.023 -0.008 -0.004 -0.039
C -0.101396 1.552247 4.602200 0.004 0.060 -0.039 -0.043
C 0.958741 1.834878 3.748255 -0.009 -0.046 0.038 -0.052
C 1.151592 1.073494 2.607188 0.156 -0.183 -0.008 -0.078
H -0.117080 -1.611430 1.150608 -0.048 -0.006 -0.126 0.116
H 1.462420 -1.111138 1.107595 -0.059 -0.322 0.300 0.089
H -1.490548 -1.036432 2.912989 0.022 -0.003 0.006 0.121
H -1.796247 0.290604 4.970289 -0.027 0.024 -0.034 0.122
H -0.231658 2.127729 5.508526 -0.019 0.000 -0.011 0.122
H 1.654466 2.629036 3.986227 0.002 -0.008 -0.003 0.121
H 2.002614 1.256810 1.963896 0.052 0.039 0.052 0.075

80
Properties=species:S:1:pos:R:3:forces:R:3:lowdin_charge:R:1 method="wB97M-V/def2-TZVPD" charge=+1 de_lowest_kj_mol=0.0 gap_ev="5.07 / 3.01" lumo_ev="-3.747 / -5.803" total_energy_ev=-196213.2243 molar_mass_da=878.71 multiplicity=6 homo_ev="-8.82 / -8.82"
Ru -0.167771 0.247665 -0.363301 -0.295 0.088 0.587 0.920
N -3.010182 -3.179156 0.203159 0.067 0.012 -0.184 0.096
C -2.033203 -2.264430 0.324576 -0.112 -0.032 0.991 -0.831
S -1.272030 -1.748810 -1.170012 0.171 0.350 -0.005 0.567
N -1.761048 -1.837984 1.534253 -0.108 -0.220 -0.728 0.014
N -0.767531 -0.915898 1.572140 0.124 0.125 -0.207 -0.077
C -0.404909 -0.451243 2.716791 -0.002 0.106 0.268 -0.167
C -1.032189 -0.818918 4.011485 0.078 -0.049 -0.092 -0.188
C -1.106683 -2.144862 4.427204 -0.018 -0.085 -0.002 -0.031
C -1.691230 -2.457950 5.644511 0.035 -0.029 -0.061 -0.059
C -2.220815 -1.455793 6.445641 0.004 0.016 -0.018 -0.056
C -2.154878 -0.132755 6.034228 -0.020 0.052 -0.006 -0.042
C -1.553682 0.184811 4.825466 0.001 0.088 0.017 -0.036
C 0.698162 0.546288 2.686814 0.009 0.038 0.261 -0.200
C 1.287264 1.031277 3.850259 -0.228 -0.152 -0.152 0.046
C 2.290727 1.981213 3.760251 0.118 0.130 0.045 0.020
C 2.710378 2.400864 2.508871 -0.041 -0.043 -0.026 -0.009
C 2.100215 1.847235 1.397846 0.054 0.159 -0.087 -0.149
N 1.115600 0.955711 1.476603 -0.150 -0.255 -0.244 -0.016
H -3.191857 -3.609334 -0.684490 -0.051 -0.040 -0.006 0.090
H -3.409661 -3.573341 1.038853 -0.006 0.008 0.018 0.117
H -0.705500 -2.926667 3.797603 0.008 -0.031 0.009 0.113
H -1.735130 -3.489059 5.968812 0.010 0.001 -0.007 0.110
H -2.677421 -1.705424 7.394197 0.007 0.007 -0.005 0.114
H -2.556788 0.655033 6.659449 0.037 -0.002 -0.031 0.116
H -1.483994 1.219756 4.516671 0.014 0.065 0.046 0.105
H 0.950228 0.678876 4.813126 0.005 0.019 0.010 0.131
H 2.732867 2.391148 4.657969 -0.064 0.057 0.038 0.136
H 3.484945 3.145238 2.391441 -0.010 -0.008 0.005 0.123
H 2.387007 2.153997 0.397366 0.024 0.013 0.000 0.089
C 3.803656 0.223115 -1.494834 -0.059 0.002 0.113 -0.275
As 1.935259 0.279057 -2.033233 0.441 0.078 -0.289 1.075
C 1.859597 -1.204916 -3.282750 -0.081 -0.032 0.035 -0.273
C 1.831238 1.841963 -3.184386 -0.085 0.032 0.045 -0.425
C 2.973849 2.360275 -3.787892 0.028 -0.072 0.040 -0.093
C 2.892754 3.484497 -4.596335 -0.012 -0.014 0.000 -0.050
C 1.667055 4.096526 -4.811049 0.003 -0.016 0.002 -0.049
C 0.522940 3.582183 -4.219323 -0.080 -0.028 0.012 -0.090
C 0.593439 2.456625 -3.403449 0.056 -0.046 0.076 -0.424
As -0.994290 1.717731 -2.558389 -0.044 0.238 -0.273 1.087
C -2.193577 3.241062 -2.418324 0.029 -0.049 0.126 -0.273
C -1.808065 0.715674 -4.010718 -0.012 -0.068 0.064 -0.274
H 4.442987 0.009128 -2.350601 -0.085 -0.006 -0.019 0.040
H 3.920018 -0.569308 -0.757538 0.017 0.006 0.006 0.039
H 4.097370 1.172045 -1.050202 -0.019 -0.014 0.003 0.031
H 2.584269 -1.053097 -4.081658 -0.010 0.039 0.038 0.047
H 0.858743 -1.278267 -3.703030 0.002 -0.014 -0.022 0.008
H 2.082304 -2.125107 -2.745117 -0.002 -0.008 -0.001 0.040
H 3.938352 1.894578 -3.628464 -0.002 0.013 -0.003 0.099
H 3.787414 3.882989 -5.056024 -0.007 -0.009 0.011 0.119
H 1.601030 4.975718 -5.438135 -0.005 -0.009 0.011 0.119
H -0.427654 4.070427 -4.396039 0.013 0.001 0.003 0.102
H -2.494540 3.589399 -3.405460 0.049 -0.060 -0.006 0.038
H -1.704248 4.048151 -1.875717 -0.005 -0.022 0.008 0.037
H -3.077257 2.925237 -1.866277 0.005 0.010 0.004 0.032
H -1.883612 1.342138 -4.898698 0.020 0.018 0.045 0.045
H -2.798738 0.390856 -3.697033 -0.005 -0.004 -0.005 0.037
H -1.206259 -0.163009 -4.232314 -0.002 -0.007 -0.027 0.012
O 0.684367 4.681394 6.042755 -0.047 -0.775 -0.894 -0.390
S -0.399906 5.314330 6.766993 1.941 1.076 1.516 0.375
O -0.412322 4.936612 8.163938 -0.754 -0.340 -0.196 -0.347
O -0.448670 6.745872 6.547213 -0.772 -0.067 -0.430 -0.342
C -1.915210 4.664184 6.040853 0.849 0.402 0.316 -0.361
N -2.993806 4.606985 6.798292 -0.788 -0.224 0.022 0.151
C -4.065060 4.062487 6.234171 0.107 0.100 0.215 -0.093
C -4.055192 3.551475 4.944598 -0.050 -0.080 -0.349 0.004
C -2.873886 3.702100 4.234272 0.080 0.102 0.365 -0.238
N -1.806018 4.280309 4.785783 -0.403 -0.465 -0.795 0.163
C -2.609692 3.137847 2.886125 -0.071 0.196 0.201 -0.130
C -1.521265 3.620756 2.161299 0.124 -0.042 -0.297 0.034
C -1.112565 2.926602 1.042117 0.080 0.201 0.389 -0.154
N -1.678604 1.775272 0.661879 0.165 -0.093 -0.486 -0.078
C -2.784496 1.377212 1.289127 -0.212 -0.168 0.179 -0.128
C -3.304178 2.048449 2.382057 0.064 -0.290 -0.136 0.014
H -4.960256 4.015084 6.843308 -0.036 0.005 -0.004 0.117
H -4.934143 3.082886 4.526817 -0.049 -0.007 -0.026 0.106
H -0.972239 4.479940 2.520813 -0.007 0.020 0.024 0.133
H -0.242336 3.247105 0.480303 -0.003 0.052 -0.022 0.102
H -3.219835 0.442851 0.954766 -0.036 0.021 -0.004 0.109
H -4.161716 1.634990 2.895733 0.006 0.029 -0.019 0.124